No. 1
Formula: C3H3NO2
Source: the Open Molecules 2025 dataset
Level of theory: ωB97M-V with the def2-TZVPD basis set

The calculation puts the HOMO-LUMO gap (alpha / beta) at 6.88 / 7.26 eV. As for the LUMO energy (alpha / beta): -0.0797 / -0.0687 Eh.

Each line ends with the natural charge from an NBO analysis.
Element x y z (Å)
1 O 0.5772 1.0111 1.6743  -0.44
2 O -1.4171 -0.9203 -1.1429  -0.63
3 H -2.3808 -0.8778 -1.0498  0.50
4 C -0.7835 -0.1509 -0.2260  0.40
5 H 2.3274 0.2040 0.9085  0.19
6 C 1.2552 0.4345 0.7758  0.28
7 H 1.0980 -0.1784 -1.3169  0.24
8 C 0.6373 -0.0333 -0.3585  -0.42
9 N -1.3136 0.5113 0.7355  -0.11

No. 2
Formula: C3H3NO2
Source: the Open Molecules 2025 dataset
Level of theory: ωB97M-V with the def2-TZVPD basis set

The calculation puts the HOMO-LUMO gap at 9.27 eV. As for the LUMO energy: 0.0024 Eh.

Each line ends with the natural charge from an NBO analysis.
Element x y z (Å)
1 C -0.0115 -0.5288 1.1617  0.39
2 H 1.1960 -1.6711 1.2763  0.38
3 N 0.6210 -1.1899 1.9803  -0.55
4 C 0.4326 0.9346 -0.6726  0.37
5 C -0.4793 0.1017 0.1058  -0.01
6 H -1.6343 0.1749 -1.3301  0.50
7 O -1.6816 -0.2144 -0.4409  -0.66
8 O 0.0829 1.3253 -1.7707  -0.56
9 H 1.4538 1.0977 -0.2788  0.14

No. 3
Formula: C3H3NO2
Source: the Open Molecules 2025 dataset
Level of theory: ωB97M-V with the def2-TZVPD basis set

The calculation puts the HOMO-LUMO gap at 8.89 eV. As for the LUMO energy: -0.0009 Eh.

Each line ends with the natural charge from an NBO analysis.
Element x y z (Å)
1 H 1.0935 0.4524 -1.8156  0.48
2 C -0.1718 1.2197 0.1371  0.59
3 N -2.4531 -1.7378 0.2310  -0.31
4 C -1.3295 -1.6302 0.5104  0.05
5 H -0.2781 -1.7254 0.7509  0.24
6 O -1.1117 1.9279 0.1563  -0.43
7 C 1.0545 0.7523 0.0892  -0.20
8 H 1.6970 0.6696 0.9535  0.23
9 O 1.4991 0.0715 -1.0128  -0.67

No. 4
Formula: C3H3NO2
Source: the Open Molecules 2025 dataset
Level of theory: ωB97M-V with the def2-TZVPD basis set

The calculation puts the HOMO-LUMO gap at 8.66 eV. As for the LUMO energy: -0.0032 Eh.

Each line ends with the natural charge from an NBO analysis.
Element x y z (Å)
1 N 0.2500 -0.5280 0.1387  -0.66
2 H -3.2310 -0.7064 0.0209  0.24
3 C 0.9111 0.6266 0.0477  0.87
4 O 2.2319 0.7213 -0.0044  -0.63
5 O 0.0548 1.5501 -0.0522  -0.56
6 H 0.6238 -1.4472 -0.0301  0.41
7 H 2.6522 -0.1507 -0.0309  0.49
8 C -2.3583 -0.0884 -0.0202  -0.36
9 C -1.1345 0.0227 -0.0694  0.19

Calculated energy above the lowest of the compared OMol25 structures with the same formula, charge and spin, 110.4 66.5 78.9 102.8 kcal/mol (same order as the records).